ORCA calculation (wB97M-V/def2-TZVPD) on a gas-phase ion, C4H9NO (charge +1) in a non-equilibrium geometry.

CARTESIAN COORDINATES (ANGSTROEM)
O (2.3835, -0.3872, 0.7565)
C (1.5168, -0.0767, -0.0014)
C (0.0250, -0.1579, 0.2643)
C (-0.6822, 1.0216, -0.4512)
C (-2.2085, 1.0042, -0.2190)
N (-0.4072, -1.4533, -0.1222)
H (1.8616, 0.0834, -1.0353)
H (-0.0768, -0.1105, 1.3639)
H (-0.1601, 1.9298, -0.1573)
H (-0.5261, 0.8966, -1.5291)
H (-2.4166, 0.9915, 0.8572)
H (-2.5820, 0.0550, -0.5915)
H (-2.7137, 1.8755, -0.6187)
H (-1.3933, -1.6778, 0.0055)
H (-0.0796, -1.8933, -0.9865)

Results
E_HOMO (alpha / beta) ... -15.5 / -15.0 eV
LUMO level (alpha / beta) ... -4.3118 / -9.1962 eV
Net charge ... +1
2S+1 ... 2

Okay, here come the Mulliken numbers, in e, for every atom: -0.31 -0.21 0.30 -0.50 -1.19 -0.19 0.41 0.30 0.39 0.34 0.35 0.34 0.36 0.32 0.31

---

ORCA calculation (wB97M-V/def2-TZVPD) on a gas-phase ion, C4H9NO2 (charge -2) in a non-equilibrium geometry.

CARTESIAN COORDINATES (ANGSTROEM)
C (-0.4708, -0.6594, -0.3800)
C (-0.5476, 0.5754, 0.6423)
C (-1.2441, 0.0181, 1.9667)
O (-1.4465, 0.8592, 2.9312)
N (0.2942, -0.2029, -1.6276)
C (1.8851, 0.0540, -1.4321)
O (2.4182, 0.8403, -2.3087)
H (-1.3670, -0.9627, -0.6287)
H (-0.0529, -1.6178, -0.0493)
H (0.4355, 1.0630, 0.9400)
H (-1.1155, 1.4300, 0.1119)
H (-2.2653, -0.5432, 1.5705)
H (-0.6178, -0.9339, 2.1041)
H (-0.0207, 0.7058, -1.9815)
H (2.2341, -0.9920, -1.5293)
H (1.8812, 0.3662, -0.3294)

Results
E_HOMO ... 0.6 eV
SMILES ... [O-]CCCNC[O-]
LUMO level ... 7.2674 eV
Net charge ... -2

Okay, here come the Mulliken numbers, in e, for every atom: -0.87 -0.15 -0.39 -0.85 -0.61 -0.16 -0.85 0.56 0.30 0.20 0.20 0.05 0.08 0.26 0.14 0.07

---

ORCA calculation (wB97M-V/def2-TZVPD) on a single C4H9NO2 molecule in a non-equilibrium geometry.

CARTESIAN COORDINATES (ANGSTROEM)
O (0.0444, 2.1520, -1.5979)
C (-0.3072, 1.5855, -0.6042)
O (-1.5562, 1.6677, -0.1045)
C (0.5529, 0.6736, 0.2320)
C (-0.0683, -0.6711, 0.6206)
C (0.9729, -1.7810, 0.6432)
N (0.4133, -3.1468, 0.8111)
H (-2.1461, 2.0364, -0.7813)
H (0.9933, 1.2195, 1.0679)
H (1.3930, 0.4345, -0.4275)
H (-0.8476, -0.9512, -0.0848)
H (-0.5517, -0.5875, 1.5914)
H (1.6776, -1.5435, 1.4306)
H (1.5676, -1.7496, -0.2721)
H (-0.5846, -3.0568, 0.9719)
H (0.4813, -3.5100, -0.1363)

Results
E_HOMO ... -9.7 eV
SMILES ... NCCCC(=O)O
LUMO level ... 0.6901 eV

Okay, here come the Mulliken numbers, in e, for every atom: -0.56 0.43 -0.43 -0.57 -0.39 -0.70 -0.62 0.34 0.35 0.30 0.35 0.29 0.26 0.38 0.28 0.28

---

ORCA calculation (wB97M-V/def2-TZVPD) on a single C4H9NO2 molecule.

CARTESIAN COORDINATES (ANGSTROEM)
C (-1.3087, 1.3107, -0.2494)
C (-0.3096, 0.3404, 0.3776)
C (-0.7730, -1.1131, 0.1998)
O (-0.2013, -2.0068, 1.1100)
N (1.0046, 0.6175, -0.2247)
C (2.0574, -0.2110, -0.3978)
O (2.1208, -1.4024, -0.1292)
H (-0.9992, 2.3537, -0.1104)
H (-2.2950, 1.1957, 0.2097)
H (-1.4036, 1.1218, -1.3249)
H (-0.2511, 0.5186, 1.4602)
H (-1.8524, -1.1299, 0.3869)
H (-0.6150, -1.4165, -0.8484)
H (0.7346, -2.0774, 0.8464)
H (1.1731, 1.5867, -0.4540)
H (2.9186, 0.3120, -0.8518)

Results
E_HOMO ... -9.9 eV
SMILES ... C[C@@H](CO)NC=O
LUMO level ... 0.7194 eV

Okay, here come the Mulliken numbers, in e, for every atom: -1.46 0.55 -0.71 -0.57 -0.14 0.01 -0.65 0.40 0.38 0.36 0.11 0.37 0.34 0.44 0.24 0.34